Entry 1:
ORCA calculation (wB97M-V/def2-TZVPD) on 2 unconnected molecules or ions with the total composition CH4N2O in a non-equilibrium geometry.

Output
Frontier orbital gap (alpha / beta) (Ha): 0.40433 / 0.33729
HOMO energy (alpha / beta) (eV): -10.89 / -9.56
Net charge: 0
E_LUMO (alpha / beta) (eV): 0.11 / -0.38

Each line ends with the natural charge from an NBO analysis.
Element x y z (Å)
C (-1.0755, -0.2063, 0.6397)  -0.02
N (-0.2043, 0.8607, 0.7521)  0.01
N (1.9395, 0.1316, -0.6136)  -0.59
O (-1.1014, 0.8781, -0.2435)  -0.31
H (-0.7716, -1.1814, 0.2496)  0.17
H (-1.9509, -0.3353, 1.4566)  0.17
H (1.7794, -0.7995, -0.8995)  0.28
H (1.3850, 0.6521, -1.3414)  0.29

***

Entry 2:
ORCA calculation (wB97M-V/def2-TZVPD) on CH4N2O in the gas phase in a non-equilibrium geometry.

Output
Structure (SMILES): C=NNO
Frontier orbital gap (Ha): 0.31801
HOMO energy (eV): -9.20
Net charge: 0
E_LUMO (eV): -0.54

Each line ends with the natural charge from an NBO analysis.
Element x y z (Å)
C (-1.1133, -0.3416, 0.1436)  -0.03
N (-0.5985, 0.8550, 0.1235)  -0.29
N (0.6474, 0.9074, 0.5016)  -0.07
O (1.2352, -0.5179, -0.2351)  -0.85
H (-2.0598, -0.4702, -0.3590)  0.18
H (-0.7425, -1.1667, 0.7422)  0.19
H (1.0933, 1.7373, 0.1058)  0.36
H (1.5382, -1.0032, -1.0225)  0.50

***

Entry 3:
ORCA calculation (wB97M-V/def2-TZVPD) on 2 unconnected molecules or ions with the total composition CH4N2O in a non-equilibrium geometry.

Output
Frontier orbital gap (Ha): 0.32419
HOMO energy (eV): -8.41
Net charge: 0
E_LUMO (eV): 0.41

Each line ends with the natural charge from an NBO analysis.
Element x y z (Å)
C (-0.9090, 0.0444, 0.0130)  0.90
N (-0.4824, -1.1800, 0.1128)  -0.85
N (1.2562, 0.7327, 0.0509)  -1.15
O (-1.7197, 0.8869, 0.1193)  -0.48
H (0.4986, -1.1196, -0.1648)  0.48
H (-0.9874, -2.0894, -0.0362)  0.42
H (1.0853, 1.4515, 0.8117)  0.34
H (1.2582, 1.2735, -0.9066)  0.34

***

Entry 4:
ORCA calculation (wB97M-V/def2-TZVPD) on a molecular structure, CH4N2O2 in a non-equilibrium geometry.

Output
Frontier orbital gap (Ha): 0.37061
HOMO energy (eV): -9.52
Net charge: 0
E_LUMO (eV): 0.57

Each line ends with the natural charge from an NBO analysis.
Element x y z (Å)
C (-0.2280, 0.3335, 0.1063)  0.14
H (2.2892, -1.0734, 0.9268)  0.47
H (1.3963, 0.8593, -0.8301)  0.35
H (-0.6946, 1.3595, 0.0386)  0.14
H (-2.4312, 0.4408, -0.1302)  0.43
N (1.2120, 0.3340, 0.0820)  -0.34
N (-0.9367, -0.7025, -0.0207)  -0.14
O (1.7417, -0.9716, -0.1575)  -0.54
O (-2.3487, -0.5797, -0.0152)  -0.52

***

Entry 5:
ORCA calculation (wB97M-V/def2-TZVPD) on CH4N2O2 in the gas phase in a non-equilibrium geometry.

Output
Structure (SMILES): [H]/N=N\OCO
Frontier orbital gap (Ha): 0.38239
HOMO energy (eV): -9.87
Net charge: 0
E_LUMO (eV): 0.53

Each line ends with the natural charge from an NBO analysis.
Element x y z (Å)
H (-0.8859, -1.6648, 1.9427)  0.34
N (-0.3410, -0.8161, 2.1038)  -0.32
N (0.0821, -0.1590, 1.1819)  0.11
O (-0.3649, -0.5846, -0.1000)  -0.41
C (0.0433, 0.2711, -1.0661)  0.24
O (0.5600, 1.4987, -0.7829)  -0.69
H (-0.8060, 0.3960, -1.7948)  0.16
H (0.9880, -0.3453, -1.5943)  0.10
H (0.7244, 1.4040, 0.1096)  0.48

***

Entry 6:
ORCA calculation (wB97M-V/def2-TZVPD) on CH4N2O2 in the gas phase in a non-equilibrium geometry.

Output
Structure (SMILES): NONC=O
Frontier orbital gap (Ha): 0.38951
HOMO energy (eV): -9.94
Net charge: 0
E_LUMO (eV): 0.66

Each line ends with the natural charge from an NBO analysis.
Element x y z (Å)
N (0.4891, -0.9709, -0.9381)  -0.52
O (-0.4530, 0.1528, -0.9459)  -0.23
N (-0.5918, 0.8165, 0.1945)  -0.33
C (0.2207, 1.7726, 0.7662)  0.49
O (1.2229, 2.2265, 0.2355)  -0.58
H (1.1831, -0.5782, -1.6660)  0.36
H (0.9777, -1.0210, -0.0674)  0.34
H (-1.3149, 0.3788, 1.0456)  0.35
H (-0.2870, 2.0912, 1.6977)  0.12

***

Entry 7:
ORCA calculation (wB97M-V/def2-TZVPD) on a molecular structure, CH4N2O2 in a non-equilibrium geometry.

Output
Frontier orbital gap (Ha): 0.33846
HOMO energy (eV): -8.79
Net charge: 0
E_LUMO (eV): 0.42

Each line ends with the natural charge from an NBO analysis.
Element x y z (Å)
C (0.6934, -0.3447, -0.0354)  0.86
N (1.7039, 0.5548, 0.0270)  -0.85
N (-1.9208, -0.3390, 0.1180)  -0.48
O (0.4577, -1.5237, -0.1068)  -0.55
O (-0.9233, 0.5376, -0.2649)  -0.50
H (2.6933, 0.3706, 0.3299)  0.43
H (1.3141, 1.4864, 0.2734)  0.43
H (-2.0497, -1.2059, -0.4246)  0.33
H (-1.5121, -0.5951, 1.0168)  0.33

***

Entry 8:
ORCA calculation (wB97M-V/def2-TZVPD) on 2 unconnected molecules or ions with the total composition CH4N2O2 in a non-equilibrium geometry.

Output
Frontier orbital gap (alpha / beta) (Ha): 0.33489 / 0.29209
HOMO energy (alpha / beta) (eV): -8.76 / -7.39
Net charge: 0
E_LUMO (alpha / beta) (eV): 0.35 / 0.56

Each line ends with the natural charge from an NBO analysis.
Element x y z (Å)
C (0.9442, -0.3543, -0.3910)  0.68
N (0.3645, -1.0024, -1.3581)  -0.84
N (-1.1122, 0.7813, 0.6684)  -0.35
O (2.0204, -0.0961, 0.0242)  -0.53
O (-0.7005, 1.1651, 1.9422)  -0.54
H (-0.6400, -1.0153, -1.4122)  0.42
H (0.9063, -1.4789, -2.0757)  0.39
H (-1.0018, 1.6310, 0.1137)  0.30
H (-0.7809, 0.3697, 2.4886)  0.47

***

Entry 9:
ORCA calculation (wB97M-V/def2-TZVPD) on 2 unconnected molecules or ions with the total composition CH4N2O2 in a non-equilibrium geometry.

Output
Frontier orbital gap (alpha / beta) (Ha): 0.31434 / 0.25079
HOMO energy (alpha / beta) (eV): -7.84 / -10.71
Net charge: 0
Multiplicity: 3
E_LUMO (alpha / beta) (eV): 0.71 / -3.89

Each line ends with the natural charge from an NBO analysis.
Element x y z (Å)
C (0.1235, -0.1048, 0.0995)  0.16
N (0.3828, -0.2729, -1.1313)  -0.51
N (0.9568, -0.8284, 1.0610)  0.30
O (1.1892, -0.0174, 1.9191)  -0.19
O (1.4990, -1.9181, 0.8551)  -0.39
H (-0.5370, 0.6807, 0.4296)  0.23
H (-2.2296, 1.9256, -0.9945)  0.01
H (1.1160, -0.8019, -1.5990)  0.40
H (-2.5008, 1.3371, -0.6395)  -0.01

***

Entry 10:
ORCA calculation (wB97M-V/def2-TZVPD) on 2 unconnected molecules or ions with the total composition CH4N2O2 in a non-equilibrium geometry.

Output
Frontier orbital gap (alpha / beta) (Ha): 0.30392 / 0.31192
HOMO energy (alpha / beta) (eV): -7.22 / -10.32
Net charge: 0
Multiplicity: 3
E_LUMO (alpha / beta) (eV): 1.05 / -1.84

Each line ends with the natural charge from an NBO analysis.
Element x y z (Å)
C (-0.7863, 0.1823, 0.0114)  -0.34
N (2.8431, -0.7603, 0.0457)  -0.45
N (2.0661, 0.1382, 0.0387)  0.41
O (1.8095, 1.2615, 0.0826)  -0.34
O (0.1261, -0.8236, 0.0035)  -0.31
H (-1.0663, 0.3296, -0.9961)  0.17
H (-0.2196, 1.0388, 0.4439)  0.27
H (-1.6131, 0.3299, 0.6882)  0.19
H (2.7269, -1.7539, 0.0585)  0.40

***

Entry 11:
ORCA calculation (wB97M-V/def2-TZVPD) on a molecular structure, CH4N2O2S in a non-equilibrium geometry.

Output
Frontier orbital gap (Ha): 0.39153
HOMO energy (eV): -10.12
Net charge: 0
E_LUMO (eV): 0.54

Each line ends with the natural charge from an NBO analysis.
Element x y z (Å)
C (-0.5938, -1.4252, -0.0693)  -0.39
N (0.0855, 1.0958, 0.9704)  -0.75
N (-0.6332, 0.5082, -0.1891)  -0.49
O (1.0080, 2.2938, -1.1406)  -0.88
O (1.9338, 0.1816, -0.4300)  -0.89
S (0.8684, 1.0873, -0.4477)  2.40
H (-1.2646, -1.7028, 0.7321)  0.20
H (-1.2022, -1.7373, -0.8079)  0.19
H (0.3877, -1.9536, 0.0332)  0.23
H (-0.5896, 1.6522, 1.3490)  0.39

***

Entry 12:
ORCA calculation (wB97M-V/def2-TZVPD) on CH4N2O2S in the gas phase in a non-equilibrium geometry.

Output
Structure (SMILES): O=C(NO)NS
Frontier orbital gap (Ha): 0.37442
HOMO energy (eV): -9.66
Net charge: 0
E_LUMO (eV): 0.53

Each line ends with the natural charge from an NBO analysis.
Element x y z (Å)
O (0.3717, 1.8631, -0.0612)  -0.60
C (0.0175, 0.7174, -0.1263)  0.75
N (-1.3397, 0.3867, -0.2514)  -0.36
O (-1.6707, -0.9311, 0.1032)  -0.57
N (0.8561, -0.3838, -0.1567)  -0.79
S (2.5437, -0.2352, -0.1524)  0.22
H (-1.8939, 1.0159, 0.2528)  0.37
H (-2.0858, -1.2951, -0.6903)  0.48
H (0.4574, -1.2576, -0.0235)  0.41
H (2.7436, 0.1198, 1.1057)  0.10

***

Entry 13:
ORCA calculation (wB97M-V/def2-TZVPD) on 2 unconnected molecules or ions with the total composition CH4N2O2S in a non-equilibrium geometry.

Output
Frontier orbital gap (Ha): 0.31000
HOMO energy (eV): -8.91
Net charge: 0
E_LUMO (eV): -0.48

Each line ends with the natural charge from an NBO analysis.
Element x y z (Å)
C (0.2210, -0.4215, -0.5228)  0.20
H (-1.9122, -0.0964, 1.0583)  0.46
H (-1.0565, -1.8447, -0.0031)  0.39
H (-0.1434, 1.7767, -0.1488)  0.44
H (2.3198, 0.6253, 0.8982)  0.37
N (-1.0578, -0.8430, -0.6323)  -0.30
N (0.5050, 0.7590, -0.4036)  -0.22
O (-1.9343, 0.0982, 0.0667)  -0.59
O (1.6612, 1.4709, -0.2173)  -0.51
S (1.3973, -1.5245, -0.0952)  -0.25

***

Entry 14:
ORCA calculation (wB97M-V/def2-TZVPD) on CH4N2O2S in the gas phase in a non-equilibrium geometry.

Output
Structure (SMILES): C=NS(N)(=O)=O
Frontier orbital gap (Ha): 0.36458
HOMO energy (eV): -10.16
Net charge: 0
E_LUMO (eV): -0.24

Each line ends with the natural charge from an NBO analysis.
Element x y z (Å)
C (-1.6649, 0.8203, -0.2087)  0.04
N (-0.8129, 0.1246, 0.4349)  -0.68
S (0.8129, 0.2842, 0.2363)  2.37
N (1.0631, -1.3674, 0.1131)  -1.09
O (1.3516, 0.6785, 1.5064)  -0.92
O (1.3408, 0.9661, -0.9279)  -0.91
H (-2.7508, 0.5791, -0.0319)  0.20
H (-1.3971, 1.6321, -0.9416)  0.19
H (1.8224, -1.9319, 0.0123)  0.41
H (0.2349, -1.7856, -0.1929)  0.39

***

Entry 15:
ORCA calculation (wB97M-V/def2-TZVPD) on CH4N2O2S in the gas phase in a non-equilibrium geometry.

Output
Structure (SMILES): NC1=[S@](=O)(O)N1
Frontier orbital gap (Ha): 0.34721
HOMO energy (eV): -9.01
Net charge: 0
E_LUMO (eV): 0.44

Each line ends with the natural charge from an NBO analysis.
Element x y z (Å)
N (2.0733, 0.7901, 0.5685)  -0.79
C (0.7683, 0.5336, 0.5639)  0.18
S (-1.3848, 0.2021, 0.2395)  1.63
O (-1.9011, 1.2213, -0.6290)  -0.88
O (-2.1573, -1.5804, -0.4690)  -1.01
N (0.1766, -0.2771, -0.2826)  -0.82
H (2.3626, 1.2826, 1.3898)  0.41
H (2.7828, 0.4578, -0.1454)  0.38
H (-3.1885, -1.6061, -0.3124)  0.47
H (0.4681, -1.0239, -0.9234)  0.42

***

Entry 16:
ORCA calculation (wB97M-V/def2-TZVPD) on 2 unconnected molecules or ions with the total composition CH4N2O3 in a non-equilibrium geometry.

Output
Structure (SMILES): NN=O.O=CO
Frontier orbital gap (Ha): 0.38172
HOMO energy (eV): -9.62
Net charge: 0
E_LUMO (eV): 0.76

Each line ends with the natural charge from an NBO analysis.
Element x y z (Å)
N (-0.8870, -0.7252, 1.4536)  -0.56
N (-1.5019, 0.2844, 0.9458)  0.24
O (-0.7796, 1.1988, 0.4996)  -0.49
H (-1.4454, -1.4284, 1.9022)  0.39
H (0.1101, -0.8744, 1.2567)  0.42
O (1.3325, -0.4902, -0.1958)  -0.64
C (0.9758, -0.0678, -1.2697)  0.67
O (0.6643, 1.1568, -1.6174)  -0.66
H (1.1006, -0.7045, -2.1892)  0.11
H (0.4305, 1.6506, -0.7858)  0.52

***

Entry 17:
ORCA calculation (wB97M-V/def2-TZVPD) on 2 unconnected molecules or ions with the total composition CH4N2O3 in a non-equilibrium geometry.

Output
Structure (SMILES): NC=O.O=NO
Frontier orbital gap (Ha): 0.38986
HOMO energy (eV): -10.38
Net charge: 0
E_LUMO (eV): 0.23

Each line ends with the natural charge from an NBO analysis.
Element x y z (Å)
N (1.1790, 0.7550, 0.0094)  -0.83
C (1.4144, -0.5253, 0.3400)  0.53
O (0.5166, -1.3856, 0.4257)  -0.69
H (0.1783, 0.8924, -0.3593)  0.43
H (1.9700, 1.2911, 0.0258)  0.40
H (2.5033, -0.8292, 0.6793)  0.13
O (-2.6630, 1.2498, -0.7253)  -0.28
N (-1.7362, 0.5390, -0.4766)  0.32
O (-2.0304, -0.7330, -0.1477)  -0.54
H (-1.3320, -1.2541, 0.2286)  0.53

***

Entry 18:
ORCA calculation (wB97M-V/def2-TZVPD) on a gas-phase ion, CH4N2O3P (charge -1) in a non-equilibrium geometry.

Output
Structure (SMILES): [H]/N=C(\[O-])[P@@](N)(=O)O
Frontier orbital gap (Ha): 0.32496
HOMO energy (eV): -4.68
Net charge: -1
E_LUMO (eV): 4.16

Each line ends with the natural charge from an NBO analysis.
Element x y z (Å)
H (1.7060, -1.8875, -0.0367)  0.32
N (1.0530, -1.0816, -0.3590)  -0.97
C (-0.1843, -1.4336, -0.1049)  0.43
O (-0.6867, -2.4264, 0.2872)  -0.69
P (-0.9572, 0.4052, -0.2972)  1.99
N (0.3193, 1.2971, -1.0380)  -1.20
O (-2.3064, 0.9021, -0.6730)  -1.09
O (-0.4700, 0.8307, 1.4146)  -1.09
H (1.1795, 0.8109, -0.5709)  0.44
H (0.1513, 2.2513, -0.5994)  0.36
H (0.1954, 0.3317, 1.9775)  0.50

***

Entry 19:
ORCA calculation (wB97M-V/def2-TZVPD) on 2 unconnected molecules or ions with the total composition CH4N2OS in a non-equilibrium geometry.

Output
Structure (SMILES): C#[N+][S-].NO
Frontier orbital gap (Ha): 0.34574
HOMO energy (eV): -8.65
Net charge: 0
E_LUMO (eV): 0.76

Each line ends with the natural charge from an NBO analysis.
Element x y z (Å)
C (-1.9438, -0.9196, -0.0049)  0.10
N (-2.9175, -0.2735, -0.0550)  -0.42
S (-4.2207, 0.5444, -0.1198)  0.03
H (-0.9834, -1.3381, 0.0461)  0.27
N (0.7659, 0.2785, -0.2946)  -0.55
O (0.2901, 1.4599, 0.3508)  -0.59
H (1.7446, 0.2218, -0.0131)  0.35
H (0.7531, 0.4814, -1.2965)  0.34
H (-0.6036, 1.2513, 0.6626)  0.46

***

Entry 20:
ORCA calculation (wB97M-V/def2-TZVPD) on CH4N2OS in the gas phase in a non-equilibrium geometry.

Output
Structure (SMILES): ON/C=N/S
Frontier orbital gap (Ha): 0.34588
HOMO energy (eV): -8.81
Net charge: 0
E_LUMO (eV): 0.61

Each line ends with the natural charge from an NBO analysis.
Element x y z (Å)
O (2.7079, -0.4450, 0.1322)  -0.55
N (1.7310, 0.5522, -0.2150)  -0.32
C (0.4773, -0.1098, -0.2888)  0.20
N (-0.5714, 0.5213, 0.0514)  -0.59
S (-2.1684, -0.2415, 0.0399)  0.13
H (2.3436, -0.7001, 1.0682)  0.45
H (1.7268, 1.2870, 0.5388)  0.36
H (0.6468, -1.1045, -0.7279)  0.18
H (-2.6666, 1.0864, 0.3021)  0.15

***

Computed values of energy above the lowest of the compared OMol25 structures with the same formula, charge and spin (unit: eV) for the preceding records, in sequence: 7.200, 6.590, 3.549, 4.836, 3.268, 3.824, 2.551, 3.722, 4.069, 3.371, 5.116, 1.076, 7.681, 1.605, 3.081, 0.076, 0.634, 2.210, 4.159, 3.522.